66
Properties=species:S:1:pos:R:3:nbo_charge:R:1 method="wB97M-V/def2-TZVPD" gap_ha=0.3923 relative_energy_kcal_mol=22.5
O -4.112 4.960 19.260 -0.982
H -3.291 5.328 18.885 0.512
H -4.357 5.651 19.891 0.477
O -4.937 10.685 12.693 -0.992
H -5.193 11.416 12.193 0.475
H -4.099 10.404 12.262 0.510
O -2.893 3.006 14.052 -0.966
H -3.384 3.717 14.531 0.499
H -1.971 3.269 13.995 0.470
O -2.329 9.853 15.221 -0.998
H -3.276 9.829 15.085 0.503
H -2.059 10.761 15.278 0.492
O -1.742 6.512 19.041 -1.027
H -1.645 7.149 18.294 0.523
H -1.613 6.973 19.887 0.481
O -0.030 5.539 16.008 -1.012
H 0.396 5.178 16.798 0.511
H -0.982 5.724 16.111 0.514
O 0.089 7.038 11.932 -1.012
H -0.774 6.903 12.327 0.493
H 0.664 7.091 12.693 0.508
O -4.360 5.484 14.994 -0.993
H -4.645 5.234 15.909 0.515
H -5.133 5.899 14.680 0.483
O -1.456 7.853 16.791 -1.024
H -2.033 8.441 16.308 0.511
H -0.553 8.167 16.498 0.512
O -2.027 2.453 16.834 -0.985
H -2.043 2.610 15.896 0.473
H -2.965 2.599 17.044 0.494
O -5.680 11.269 17.333 -0.958
H -5.027 11.704 17.933 0.488
H -6.494 11.281 17.800 0.478
O -0.810 11.299 13.310 -0.989
H -1.415 10.613 13.042 0.504
H -0.287 11.645 12.573 0.480
O 1.471 6.702 14.219 -1.025
H 0.965 6.178 14.931 0.517
H 2.343 6.294 14.226 0.484
O -0.567 9.304 10.040 -0.964
H -0.494 8.465 10.543 0.498
H 0.324 9.568 10.278 0.479
O -2.659 6.390 12.533 -0.991
H -3.105 5.986 13.296 0.511
H -2.774 5.707 11.843 0.492
O -5.103 9.489 15.081 -1.003
H -5.409 10.079 15.741 0.495
H -5.195 9.934 14.246 0.514
O -2.725 9.591 11.729 -1.007
H -2.151 9.510 10.925 0.517
H -2.785 8.624 11.952 0.504
O -6.207 7.368 16.615 -0.984
H -6.280 7.565 17.511 0.467
H -5.930 8.106 16.072 0.501
O 0.415 4.385 18.331 -0.970
H -0.097 3.676 17.852 0.504
H -0.245 4.977 18.711 0.500
O 0.592 9.220 15.421 -0.970
H 0.870 8.367 15.109 0.488
H -0.045 9.537 14.739 0.495
O -4.738 3.397 17.122 -0.991
H -5.657 3.192 17.000 0.476
H -4.813 3.837 18.013 0.511
O 0.357 4.152 11.795 -0.973
H 0.247 5.092 11.880 0.491
H 0.726 3.756 12.578 0.467